[1]
{"formula": "C10H18N3S2SbSe4SiZn", "method": "wB97M-V/def2-TZVPD", "species": ["Zn", "C", "Si", "C", "C", "C", "C", "C", "C", "N", "C", "S", "H", "H", "H", "H", "H", "H", "H", "H", "H", "H", "H", "H", "C", "N", "C", "N", "S", "H", "H", "H", "H", "H", "H", "Se", "Sb", "Se", "Se", "Se"], "coordinates": [[-1.507159, -0.836166, -0.943650], [2.184639, -2.262123, 3.588593], [2.711178, -0.722578, 2.675212], [2.005635, 0.814709, 3.460110], [4.585553, -0.619674, 2.848687], [2.318222, -0.810105, 0.850557], [3.316438, -0.737882, -0.113071], [3.026435, -0.813854, -1.476114], [1.704043, -0.968496, -1.839907], [0.716153, -1.037119, -0.950414], [0.972845, -0.949347, 0.378619], [-0.447911, -1.006884, 1.360486], [2.480954, -2.211751, 4.644776], [2.645815, -3.150680, 3.142802], [1.099929, -2.379352, 3.532967], [2.218722, 0.849006, 4.536150], [0.922523, 0.834371, 3.316786], [2.427839, 1.711011, 2.994095], [4.854937, -0.603098, 3.913542], [4.988227, 0.291096, 2.386865], [5.082354, -1.484300, 2.389978], [4.350660, -0.614728, 0.200319], [3.802581, -0.755240, -2.228473], [1.399016, -1.043507, -2.880461], [-4.563525, 3.075352, -1.610597], [-3.203668, 2.676042, -1.306748], [-2.329105, 2.128614, -2.141431], [-2.703647, 1.882071, -3.397754], [-0.745972, 1.778644, -1.595551], [-5.121967, 3.116964, -0.676652], [-5.054629, 2.339840, -2.247284], [-4.591386, 4.060254, -2.094929], [-2.859876, 2.784807, -0.373280], [-3.697968, 1.719661, -3.592565], [-2.086223, 1.245598, -3.878527], [-5.189108, -3.972315, -2.486485], [-4.306762, -1.719916, -2.638335], [-1.844982, -1.670072, -3.274894], [-5.616948, -0.257924, -4.128422], [-3.943876, -0.680928, -0.345019]], "forces_ev_per_angstrom": [[-0.24, 0.16, -0.21], [-0.12, -0.16, 0.14], [0.10, 0.01, -0.14], [-0.14, 0.14, 0.15], [0.23, 0.03, 0.01], [-0.33, -0.07, -0.20], [-0.07, -0.01, 0.05], [0.07, -0.02, 0.08], [-0.25, -0.06, 0.06], [0.33, 0.15, 0.31], [0.28, -0.05, -0.17], [0.27, 0.02, -0.06], [-0.02, 0.00, -0.14], [-0.04, 0.09, 0.05], [0.07, -0.02, 0.00], [-0.01, 0.00, -0.12], [0.06, 0.02, 0.01], [-0.03, -0.06, 0.04], [-0.02, 0.00, -0.16], [-0.04, -0.14, 0.07], [-0.05, 0.13, 0.08], [-0.06, -0.02, -0.04], [-0.02, 0.00, 0.03], [-0.03, 0.04, 0.06], [0.08, -0.12, -0.01], [-0.19, 0.41, 0.04], [0.29, -0.04, 0.08], [-0.44, -0.02, -0.14], [-0.13, -0.04, 0.08], [0.02, -0.01, -0.05], [-0.06, -0.09, 0.00], [0.00, -0.11, 0.01], [0.03, -0.05, 0.19], [0.27, -0.15, -0.04], [-0.01, -0.20, -0.08], [0.02, 0.03, 0.00], [0.07, 0.08, 0.06], [-0.17, -0.04, 0.06], [0.21, 0.20, 0.16], [0.10, -0.04, -0.28]], "homo_ha": -0.0519, "charge": -2, "e_above_lowest_kcal_mol": 0.0}

---

[2]
{"formula": "C10H18NP", "method": "wB97M-V/def2-TZVPD", "species": ["C", "C", "C", "C", "C", "C", "C", "C", "C", "C", "N", "P", "H", "H", "H", "H", "H", "H", "H", "H", "H", "H", "H", "H", "H", "H", "H", "H", "H", "H"], "coordinates": [[0.293309, 2.667410, -1.594944], [-0.863691, 2.037089, -1.424333], [-1.318661, 1.647796, -0.072203], [-0.302682, 1.183571, 0.899999], [-1.817314, 1.749949, -2.538882], [1.944901, 0.009271, 1.161717], [-0.462384, -1.783078, 1.770993], [0.553098, -2.284110, -0.464623], [0.622282, 0.100696, 0.408791], [-0.168701, -1.234614, 0.377478], [-2.557663, 1.750357, 0.179323], [-0.412057, 1.878328, 2.433590], [0.613187, 3.004008, -2.566825], [0.947660, 2.896629, -0.769492], [-1.925592, 0.673504, -2.669610], [-1.475332, 2.190460, -3.471425], [-2.794432, 2.147498, -2.274257], [1.813068, -0.359246, 2.175857], [2.623204, -0.662246, 0.641513], [2.411844, 0.992299, 1.206941], [0.441858, -2.163472, 2.239922], [-0.891662, -1.011698, 2.409657], [-1.175831, -2.601318, 1.704403], [1.494527, -2.573285, -0.004223], [-0.064991, -3.174511, -0.556016], [0.756497, -1.905137, -1.464085], [0.853770, 0.341816, -0.636314], [-1.127718, -1.015663, -0.109239], [-2.815507, 1.500716, 1.134518], [0.640459, 1.189000, 3.040447]], "forces_ev_per_angstrom": [[-0.08, -0.01, 0.02], [0.14, 0.22, -0.46], [-0.16, 0.01, 0.34], [0.18, 0.18, 0.93], [0.01, 0.09, 0.00], [-0.13, -0.01, -0.14], [-0.10, 0.16, -0.20], [-0.18, 0.20, 0.05], [0.11, -0.03, -0.04], [0.02, -0.09, 0.00], [-0.63, 0.10, -0.12], [-0.22, 0.19, -0.67], [-0.01, 0.06, -0.21], [0.10, -0.04, 0.20], [-0.07, -0.09, -0.04], [0.02, 0.01, -0.07], [-0.08, -0.02, -0.08], [0.06, 0.00, 0.07], [0.09, -0.08, -0.01], [0.06, 0.01, 0.05], [0.09, -0.05, 0.09], [-0.03, -0.05, 0.10], [-0.05, -0.10, 0.03], [0.13, -0.06, 0.04], [-0.01, -0.12, -0.03], [0.06, 0.00, -0.13], [-0.04, -0.06, 0.15], [0.05, -0.04, 0.02], [0.33, -0.13, -0.06], [0.32, -0.25, 0.19]], "homo_ha": -0.3362, "charge": 0, "e_above_lowest_kcal_mol": 0.0}

---

[3]
{"formula": "C10H18O2", "method": "wB97M-V/def2-TZVPD", "species": ["C", "C", "C", "C", "C", "C", "C", "C", "C", "C", "O", "O", "H", "H", "H", "H", "H", "H", "H", "H", "H", "H", "H", "H", "H", "H", "H", "H", "H", "H"], "coordinates": [[-1.903775, -1.430457, -0.412424], [-0.778906, -0.447214, -0.347004], [-2.530893, 1.172509, 0.018981], [-0.609475, 1.853615, -1.184051], [-0.372775, 1.324273, 1.289834], [0.844442, -2.259374, -1.250569], [0.778078, -1.872310, 1.249198], [2.004567, -0.238425, -0.344054], [-1.031105, 1.013473, -0.054676], [0.764444, -1.202142, -0.133069], [-2.717900, -2.185813, 0.023241], [-1.457827, -0.908333, -1.570706], [-2.619916, 2.240784, 0.244296], [-2.951056, 0.554243, 0.890266], [-3.087976, 1.048936, -0.917738], [-0.857078, 2.910102, -0.907007], [0.532523, 1.821112, -1.316881], [-1.029459, 1.735824, -2.217496], [-0.621537, 2.297082, 1.826047], [0.694199, 1.308416, 1.218208], [-0.664220, 0.470863, 1.930366], [1.750298, -2.881049, -1.146542], [0.667445, -1.959247, -2.294787], [-0.101695, -2.880444, -1.098389], [1.432033, -2.788391, 1.306339], [1.148322, -1.241757, 2.040565], [-0.199135, -2.050058, 1.548601], [1.997714, 0.476216, 0.442537], [2.010849, 0.386300, -1.228860], [2.757201, -1.082408, -0.276217]], "forces_ev_per_angstrom": [[1.10, 1.28, 0.43], [2.14, -2.57, 1.03], [-1.07, 0.61, 1.94], [2.78, 2.54, -1.71], [-0.78, 0.31, 0.97], [-2.15, -1.24, 0.54], [2.13, -0.02, -0.53], [-1.06, -2.37, 0.63], [-0.94, -1.42, -0.03], [-1.38, 2.06, -1.98], [0.51, 0.40, -0.74], [-1.01, -0.77, -0.54], [-0.63, -0.10, 0.33], [0.27, 0.94, -1.38], [0.35, -0.50, 0.25], [0.34, -0.62, -0.28], [-1.59, 0.19, 0.13], [-0.01, -0.58, 1.18], [-0.18, -1.15, -1.03], [0.47, 0.05, -0.05], [0.16, 0.61, 0.18], [-0.47, 0.22, -0.08], [0.63, 0.57, 0.48], [1.52, -0.06, -0.08], [-0.87, 0.71, -0.35], [0.43, 0.66, 0.10], [-1.86, -1.06, 0.43], [0.86, 0.13, 0.95], [0.10, -0.73, -0.63], [0.20, 1.92, -0.18]], "homo_ha": -0.3564, "charge": 0, "e_above_lowest_kcal_mol": 64.0}